(1)
Below is a 2-piece molecular cluster, C2H3IO overall, with properties calculated with ωB97M-V with the def2-TZVPD basis set.

The orbital gap comes out at 10.0374 eV. As for the SMILES: C=C=O.I. The calculation puts the energy relative to the best compared isomer or geometry (same formula, charge and spin) at 90.5 kJ/mol.

Cartesian coordinates (Å):
C: 1.48781 -0.82616 -0.13091
C: 1.49416 0.41999 -0.45712
O: 1.48251 -1.95060 0.16489
I: -4.07382 0.35797 0.11701
H: 0.81568 1.09877 0.02924
H: -3.35100 0.08915 1.48832
H: 2.14466 0.81089 -1.21144

natural (NBO) atomic charge list, values in e, 2 entries: C 0.723; C -0.795



(2)
Below is a 2-piece molecular cluster, C2H3IO2 overall, with properties calculated with ωB97M-V with the def2-TZVPD basis set.

The orbital gap (alpha / beta) comes out at 8.3952 / 8.3965 eV. As for the SMILES: O1[C@H]2O[C@@H]12.I. The calculation puts the energy relative to the best compared isomer or geometry (same formula, charge and spin) at 489.4 kJ/mol.

Cartesian coordinates (Å):
C: 1.11216 0.49030 1.61856
C: -0.49533 0.96436 0.80571
O: 0.78003 1.03221 0.38448
O: -0.25395 0.37608 1.94282
I: -1.43954 -1.78491 -3.01048
H: 1.79021 -0.31220 1.49991
H: -0.08087 -2.04689 -3.83242
H: -1.41271 1.28105 0.59142

natural (NBO) atomic charge list, values in e, 2 entries: C 0.095; C 0.369